(1)
47
Properties=species:S:1:pos:R:3:lowdin_charge:R:1 method="wB97M-V/def2-TZVPD" smiles="CNC(=O)[C@H](Cc1ccccc1)NC(C)=O.O=c1[nH]c(=O)c2nc[nH]c2[nH]1" e_above_lowest_kcal_mol=0.0 multiplicity=1 gap_ev=9.0 homo_ha=-0.325 fmax_ha_per_bohr=0.068 total_charge=0
C 2.63710 2.51448 -1.27936 -0.05
N 2.57028 1.32897 -2.13181 0.05
C 1.47905 0.75011 -2.64119 -0.46
O 1.60899 -0.24911 -3.34002 0.04
C 0.07060 1.28164 -2.29791 -0.21
C -0.68095 0.30376 -1.38380 -0.09
C 0.00273 0.09680 -0.04592 -0.22
C -0.12755 1.07362 0.95931 -0.06
C 0.53899 0.91838 2.18789 -0.09
C 1.33859 -0.21567 2.41440 -0.10
C 1.46798 -1.19494 1.41397 -0.07
C 0.79903 -1.04107 0.18588 -0.02
N -0.71980 1.53250 -3.50407 0.11
C -0.59651 2.64092 -4.23094 -0.55
C -1.38660 2.69851 -5.51612 0.00
O 0.10718 3.58626 -3.89707 0.04
H 2.13032 2.32405 -0.33157 0.07
H 2.16605 3.36269 -1.78224 0.08
H 3.68039 2.76201 -1.07822 0.09
H 3.43718 0.88807 -2.39645 0.14
H 0.16641 2.22388 -1.76078 0.13
H -0.78583 -0.65765 -1.89034 0.13
H -1.68409 0.69117 -1.19952 0.12
H -0.73147 1.95164 0.78146 0.11
H 0.44943 1.67645 2.95277 0.09
H 1.86189 -0.33302 3.35350 0.10
H 2.08895 -2.06397 1.58334 0.11
H 0.90322 -1.79526 -0.58313 0.12
H -1.28099 0.77867 -3.86416 0.15
H -2.44871 2.62929 -5.28963 0.08
H -1.08471 1.87319 -6.15870 0.08
H -1.17851 3.64403 -6.01517 0.08
O 1.05256 -3.52270 5.18174 0.07
C 0.24587 -3.27692 4.31092 -0.53
N 0.16092 -4.08493 3.21681 0.21
C -0.68949 -3.77694 2.18439 -0.40
O -0.66678 -4.54476 1.23358 0.07
C -1.55043 -2.56457 2.26800 -0.14
N -2.48154 -1.96546 1.40657 0.14
C -2.89937 -0.88098 2.01296 -0.17
N -2.29102 -0.75159 3.24760 0.13
C -1.43893 -1.81114 3.41404 -0.22
N -0.56814 -2.17765 4.44154 0.19
H 0.78208 -4.87550 3.13038 0.18
H -3.62465 -0.18588 1.59996 0.12
H -2.43977 0.01294 3.90048 0.16
H -0.38994 -1.57434 5.23664 0.17



(2)
19
Properties=species:S:1:pos:R:3:lowdin_charge:R:1 method="wB97M-V/def2-TZVPD" smiles="CC1CC1.CC=O" e_above_lowest_kcal_mol=37.3 multiplicity=1 gap_ev=10.9 homo_ha=-0.362 fmax_ha_per_bohr=0.011 total_charge=0
C -0.73529 1.15710 0.25400 -0.08
C -1.50106 -0.14796 0.33068 -0.37
C -1.84444 -0.90172 -0.92712 -0.14
C -2.92072 -0.19454 -0.15193 -0.14
H -0.66185 1.49763 -0.78620 0.08
H -1.24007 1.94334 0.82861 0.08
H 0.28611 1.06196 0.63591 0.04
H -1.28410 -0.75910 1.20526 0.13
H -1.53209 -0.46065 -1.87115 0.10
H -1.83647 -1.98878 -0.91426 0.09
H -3.32981 0.72815 -0.55774 0.10
H -3.63656 -0.80192 0.39450 0.09
C 2.61182 -0.82593 -0.15348 -0.05
C 3.15123 0.56406 0.04004 -0.31
O 2.53484 1.47852 0.53380 0.03
H 2.88273 -1.20129 -1.14537 0.08
H 3.08377 -1.48667 0.58540 0.09
H 1.52565 -0.85124 -0.03032 0.07
H 4.20083 0.71941 -0.28863 0.11



(3)
15
Properties=species:S:1:pos:R:3:lowdin_charge:R:1 method="wB97M-V/def2-TZVPD" smiles="CNC(C)=O.O" e_above_lowest_kcal_mol=32.1 multiplicity=1 gap_ev=10.4 homo_ha=-0.356 fmax_ha_per_bohr=0.068 total_charge=0
C -1.46925 0.33636 1.20328 -0.14
N -0.94601 0.90556 0.01588 -0.02
C 0.45443 0.74947 -0.29514 -0.50
C 1.37604 0.06801 0.71345 -0.01
O 0.90455 1.25401 -1.33740 0.01
H -1.04967 0.85816 2.10640 0.11
H -1.33482 -0.69671 1.19421 0.05
H -2.55375 0.41367 1.03509 0.10
H -1.53567 1.55570 -0.48781 0.13
H 1.91672 -0.64930 0.11125 0.08
H 2.06095 0.91870 0.88214 0.09
H 0.96523 -0.24625 1.75109 0.11
O -0.09102 -2.61792 -0.47863 -0.04
H -0.09026 -1.68948 -0.52647 -0.04
H -0.43225 -2.81512 -1.37835 0.07



What did the first record say?
47
Properties=species:S:1:pos:R:3:lowdin_charge:R:1 method="wB97M-V/def2-TZVPD" smiles="CNC(=O)[C@H](Cc1ccccc1)NC(C)=O.O=c1[nH]c(=O)c2nc[nH]c2[nH]1" e_above_lowest_kcal_mol=0.0 multiplicity=1 gap_ev=9.0 homo_ha=-0.325 fmax_ha_per_bohr=0.068 total_charge=0
C 2.63710 2.51448 -1.27936 -0.05
N 2.57028 1.32897 -2.13181 0.05
C 1.47905 0.75011 -2.64119 -0.46
O 1.60899 -0.24911 -3.34002 0.04
C 0.07060 1.28164 -2.29791 -0.21
C -0.68095 0.30376 -1.38380 -0.09
C 0.00273 0.09680 -0.04592 -0.22
C -0.12755 1.07362 0.95931 -0.06
C 0.53899 0.91838 2.18789 -0.09
C 1.33859 -0.21567 2.41440 -0.10
C 1.46798 -1.19494 1.41397 -0.07
C 0.79903 -1.04107 0.18588 -0.02
N -0.71980 1.53250 -3.50407 0.11
C -0.59651 2.64092 -4.23094 -0.55
C -1.38660 2.69851 -5.51612 0.00
O 0.10718 3.58626 -3.89707 0.04
H 2.13032 2.32405 -0.33157 0.07
H 2.16605 3.36269 -1.78224 0.08
H 3.68039 2.76201 -1.07822 0.09
H 3.43718 0.88807 -2.39645 0.14
H 0.16641 2.22388 -1.76078 0.13
H -0.78583 -0.65765 -1.89034 0.13
H -1.68409 0.69117 -1.19952 0.12
H -0.73147 1.95164 0.78146 0.11
H 0.44943 1.67645 2.95277 0.09
H 1.86189 -0.33302 3.35350 0.10
H 2.08895 -2.06397 1.58334 0.11
H 0.90322 -1.79526 -0.58313 0.12
H -1.28099 0.77867 -3.86416 0.15
H -2.44871 2.62929 -5.28963 0.08
H -1.08471 1.87319 -6.15870 0.08
H -1.17851 3.64403 -6.01517 0.08
O 1.05256 -3.52270 5.18174 0.07
C 0.24587 -3.27692 4.31092 -0.53
N 0.16092 -4.08493 3.21681 0.21
C -0.68949 -3.77694 2.18439 -0.40
O -0.66678 -4.54476 1.23358 0.07
C -1.55043 -2.56457 2.26800 -0.14
N -2.48154 -1.96546 1.40657 0.14
C -2.89937 -0.88098 2.01296 -0.17
N -2.29102 -0.75159 3.24760 0.13
C -1.43893 -1.81114 3.41404 -0.22
N -0.56814 -2.17765 4.44154 0.19
H 0.78208 -4.87550 3.13038 0.18
H -3.62465 -0.18588 1.59996 0.12
H -2.43977 0.01294 3.90048 0.16
H -0.38994 -1.57434 5.23664 0.17